# 1
The following is a quantum chemistry calculation of a molecular structure, C15H17N3O3S2Sc, from OMol25.

CARTESIAN COORDINATES (ANGSTROEM)
1 Sc 0.32 1.26 0.26
2 S -1.15 2.20 -1.53
3 C -1.52 3.22 -0.14
4 C -2.55 4.17 -0.11
5 C -2.77 4.88 1.05
6 C -1.99 4.64 2.19
7 C -0.99 3.70 2.10
8 N -0.76 3.03 0.96
9 H -3.16 4.33 -0.99
10 H -3.56 5.61 1.09
11 H -2.15 5.18 3.11
12 H -0.36 3.46 2.94
13 C 3.91 0.40 -4.07
14 N 3.84 0.71 -2.65
15 C 2.88 0.37 -1.79
16 S 2.79 1.31 -0.33
17 N 2.07 -0.65 -2.03
18 C 2.31 -1.76 -2.95
19 H 4.28 1.29 -4.57
20 H 2.91 0.19 -4.45
21 H 4.57 -0.44 -4.28
22 H 4.45 1.45 -2.32
23 H 1.30 -0.78 -1.37
24 H 3.37 -1.83 -3.18
25 H 1.74 -1.65 -3.87
26 H 2.00 -2.67 -2.45
27 O -0.84 -1.57 3.86
28 C -1.28 -2.42 2.90
29 C -1.90 -3.62 3.24
30 C -2.34 -4.48 2.26
31 C -2.17 -4.18 0.91
32 C -1.54 -3.00 0.57
33 C -1.09 -2.10 1.55
34 C -0.46 -0.87 1.11
35 O -0.20 0.11 1.88
36 O -0.16 -0.70 -0.14
37 H -1.03 -1.95 4.72
38 H -2.04 -3.87 4.29
39 H -2.82 -5.40 2.54
40 H -2.52 -4.85 0.14
41 H -1.40 -2.73 -0.46

Values from the calculation:
LUMO (eV): -2.769
E_tot (eV): -68814.3225
Relative energy (zero: lowest compared OMol25 entry of this formula, charge and spin) (kcal/mol): 1.06
Total charge: +1
Kohn-Sham gap (Eh): 0.305

=====

# 2
The following is a quantum chemistry calculation of a single C15H17N3O5 molecule in a non-equilibrium geometry, from OMol25.

CARTESIAN COORDINATES (ANGSTROEM)
1 N 4.18 1.22 -0.08
2 C 3.64 0.12 -0.86
3 C 4.22 -1.28 -0.52
4 C 3.91 -1.63 0.93
5 O 4.68 -1.40 1.83
6 O 2.71 -2.17 1.17
7 C 2.11 0.08 -0.77
8 O 1.47 -0.97 -0.97
9 N 1.53 1.25 -0.47
10 C 0.09 1.38 -0.32
11 C -0.41 0.77 1.02
12 C -1.87 0.48 1.04
13 C -2.84 1.09 1.76
14 N -4.07 0.51 1.48
15 C -3.90 -0.49 0.56
16 C -4.82 -1.36 -0.04
17 C -4.33 -2.28 -0.95
18 C -2.96 -2.36 -1.27
19 C -2.05 -1.50 -0.68
20 C -2.53 -0.55 0.24
21 C -0.23 2.86 -0.41
22 O 0.57 3.74 -0.22
23 O -1.52 3.08 -0.66
24 H 4.32 0.97 0.87
25 H 5.10 1.49 -0.43
26 H 3.87 0.31 -1.93
27 H 3.81 -2.01 -1.20
28 H 5.30 -1.27 -0.65
29 H 2.16 -2.12 0.36
30 H 2.17 2.06 -0.28
31 H -0.41 0.84 -1.12
32 H -0.14 1.46 1.82
33 H 0.18 -0.16 1.17
34 H -2.78 1.90 2.47
35 H -4.92 0.79 1.90
36 H -5.90 -1.29 0.21
37 H -5.04 -2.98 -1.43
38 H -2.64 -3.10 -1.98
39 H -0.97 -1.54 -0.93
40 H -1.67 4.05 -0.67

Values from the calculation:
LUMO (eV): 0.514
E_tot (eV): -30540.9937
Relative energy (zero: lowest compared OMol25 entry of this formula, charge and spin) (kcal/mol): 2.25
Total charge: 0
SMILES: N[C@@H](CC(=O)O)C(=O)N[C@@H](Cc1c[nH]c2ccccc12)C(=O)O
Kohn-Sham gap (Eh): 0.314

=====

# 3
The following is a quantum chemistry calculation of a single C15H17N3O5 molecule in a non-equilibrium geometry, from OMol25.

CARTESIAN COORDINATES (ANGSTROEM)
1 N -0.18 -0.08 1.53
2 C -0.11 -0.28 0.04
3 C -0.83 0.99 -0.47
4 C -2.27 1.00 0.08
5 C -2.98 1.91 0.82
6 N -4.29 1.53 1.05
7 C -4.44 0.34 0.34
8 C -5.66 -0.39 0.18
9 C -5.65 -1.49 -0.57
10 C -4.48 -1.83 -1.35
11 C -3.28 -1.13 -1.17
12 C -3.19 -0.07 -0.21
13 C 1.26 -0.28 -0.42
14 O 1.60 -0.76 -1.48
15 N 2.19 0.45 0.36
16 C 3.68 0.31 0.23
17 C 4.38 -1.05 0.20
18 C 5.84 -1.06 0.62
19 O 6.12 -1.80 1.55
20 O 6.64 -0.39 -0.05
21 C 4.28 1.19 -0.92
22 O 5.39 1.09 -1.39
23 O 3.44 2.08 -1.34
24 H 0.53 -0.92 1.97
25 H -1.28 -0.33 1.85
26 H -0.71 -1.17 -0.25
27 H -0.87 1.11 -1.56
28 H -0.25 1.77 -0.05
29 H -2.53 2.72 1.30
30 H -4.93 1.80 1.75
31 H -6.54 -0.05 0.77
32 H -6.63 -1.84 -0.70
33 H -4.58 -2.62 -2.16
34 H -2.41 -1.30 -1.79
35 H 1.67 0.85 1.19
36 H 3.96 0.67 1.25
37 H 4.03 -1.68 1.01
38 H 4.10 -1.54 -0.73
39 H 6.26 0.31 -0.72
40 H 2.73 1.92 -0.75

Values from the calculation:
LUMO (eV): 0.228
E_tot (eV): -30537.4416
Relative energy (zero: lowest compared OMol25 entry of this formula, charge and spin) (kcal/mol): 84.16
Total charge: 0
SMILES: N[C@@H](Cc1c[nH]c2ccccc12)C(=O)N[C@@H](CC(=O)O)C(=O)O
Kohn-Sham gap (Eh): 0.327

=====

# 4
The following is a quantum chemistry calculation of a molecular structure, C15H17NO4Tl in a non-equilibrium geometry, from OMol25.

CARTESIAN COORDINATES (ANGSTROEM)
1 Tl -0.92 -2.10 -0.04
2 C 0.65 -2.12 0.98
3 O 1.62 -2.13 1.61
4 C -1.22 -3.87 0.58
5 O -1.37 -4.94 0.98
6 C 0.03 -2.78 -1.54
7 O 0.62 -3.20 -2.44
8 C -1.90 -1.41 1.45
9 O -2.47 -1.00 2.36
10 C -2.63 -1.43 -1.45
11 H -3.12 -0.58 -0.98
12 H -2.19 -1.24 -2.42
13 C -2.92 -2.72 -1.04
14 H -2.70 -3.56 -1.68
15 H -3.63 -2.90 -0.24
16 C -0.29 2.76 1.36
17 N 1.04 2.22 1.66
18 C 1.27 2.21 3.12
19 C 1.21 0.84 1.13
20 C 1.11 0.74 -0.39
21 C 1.88 1.65 -1.14
22 C 1.86 1.67 -2.53
23 C 1.06 0.76 -3.21
24 C 0.32 -0.18 -2.51
25 C 0.31 -0.25 -1.09
26 H -1.09 2.12 1.80
27 H -0.44 2.83 0.26
28 H -0.38 3.79 1.77
29 H 1.76 2.86 1.26
30 H 0.53 1.56 3.64
31 H 2.29 1.83 3.35
32 H 1.21 3.24 3.53
33 H 2.23 0.48 1.39
34 H 0.46 0.19 1.62
35 H 2.53 2.37 -0.66
36 H 2.46 2.38 -3.08
37 H 1.04 0.78 -4.29
38 H -0.24 -0.86 -3.12

Values from the calculation:
LUMO (eV): -12.180
E_tot (eV): -30158.2112
Total charge: +3
Kohn-Sham gap (Eh): 0.242

=====

# 5
The following is a quantum chemistry calculation of a single C15H17NO5 molecule in a non-equilibrium geometry, from OMol25.

CARTESIAN COORDINATES (ANGSTROEM)
1 C 5.32 -2.37 -3.73
2 C 4.66 -1.57 -2.62
3 C 4.30 -2.47 -1.43
4 N 3.69 -1.73 -0.36
5 C 4.29 -1.50 0.82
6 O 5.37 -1.95 1.13
7 C 3.49 -0.63 1.79
8 O 2.32 -0.08 1.21
9 C 1.13 -0.46 1.72
10 O 1.01 -1.25 2.63
11 C 0.03 0.20 1.01
12 C -1.24 -0.04 1.36
13 C -2.44 0.53 0.78
14 C -3.68 0.14 1.28
15 C -4.88 0.64 0.79
16 C -4.80 1.55 -0.24
17 C -3.57 1.95 -0.76
18 C -2.38 1.47 -0.27
19 O -3.78 2.86 -1.76
20 C -5.18 3.01 -1.86
21 O -5.80 2.19 -0.90
22 H 5.57 -1.72 -4.57
23 H 4.66 -3.15 -4.09
24 H 6.24 -2.83 -3.37
25 H 3.75 -1.09 -3.00
26 H 5.34 -0.79 -2.27
27 H 3.62 -3.26 -1.76
28 H 5.20 -2.93 -1.02
29 H 2.82 -1.25 -0.55
30 H 4.13 0.19 2.12
31 H 3.22 -1.24 2.66
32 H 0.32 0.89 0.23
33 H -1.40 -0.74 2.17
34 H -3.71 -0.58 2.09
35 H -5.83 0.33 1.19
36 H -1.45 1.80 -0.69
37 H -5.45 4.07 -1.67
38 H -5.51 2.73 -2.87

Values from the calculation:
LUMO (eV): -0.205
E_tot (eV): -27558.2630
Relative energy (zero: lowest compared OMol25 entry of this formula, charge and spin) (kcal/mol): 43.50
Total charge: 0
SMILES: CCCNC(=O)COC(=O)/C=C/c1ccc2c(c1)OCO2
Kohn-Sham gap (Eh): 0.299

=====

# 6
The following is a quantum chemistry calculation of 2 unconnected molecules or ions with the total composition C15H18 in a non-equilibrium geometry, from OMol25.

CARTESIAN COORDINATES (ANGSTROEM)
1 C -0.27 -2.81 3.89
2 C 0.04 -1.80 2.74
3 C -1.19 -1.30 2.10
4 C -2.25 -2.26 1.94
5 C -3.48 -1.91 1.39
6 C -3.68 -0.55 1.06
7 C -2.66 0.38 1.21
8 C -1.40 0.04 1.73
9 H -0.64 -3.77 3.77
10 H -1.10 -2.29 4.44
11 H 0.80 -3.00 4.28
12 H 0.77 -0.98 2.95
13 H 0.51 -2.47 1.95
14 H -1.99 -3.32 2.20
15 H -4.24 -2.64 1.12
16 H -4.67 -0.08 0.66
17 H -2.77 1.42 0.78
18 H -0.68 0.69 2.13
19 C 3.73 3.07 -1.53
20 C 2.64 2.17 -2.00
21 C 1.87 1.26 -1.29
22 C 0.97 0.32 -1.81
23 C 0.82 0.27 -3.19
24 C 1.55 1.25 -3.92
25 C 2.42 2.13 -3.35
26 H 4.03 3.07 -0.53
27 H 3.47 4.16 -1.85
28 H 4.67 3.02 -2.03
29 H 1.95 1.44 -0.14
30 H 0.33 -0.14 -1.01
31 H 0.29 -0.57 -3.56
32 H 1.43 1.30 -5.01
33 H 3.18 2.70 -3.99

Values from the calculation:
LUMO (eV): 0.869
E_tot (eV): -15844.7050
Relative energy (zero: lowest compared OMol25 entry of this formula, charge and spin) (kcal/mol): 52.45
Total charge: 0
SMILES: CCc1ccccc1.Cc1ccccc1
Kohn-Sham gap (Eh): 0.356

=====

# 7
The following is a quantum chemistry calculation of a molecular structure, C15H18AsN3O6PRhS4, from OMol25.

CARTESIAN COORDINATES (ANGSTROEM)
1 Rh -0.11 0.14 1.36
2 S 3.66 -5.01 2.36
3 As 1.68 -4.79 1.84
4 S 0.84 -2.80 1.17
5 S 1.50 -1.27 2.26
6 S 0.61 -6.35 1.00
7 C -0.79 4.72 -1.72
8 C -2.03 4.67 -1.04
9 C -2.24 3.62 -0.17
10 C -1.28 2.64 0.07
11 C 0.04 2.75 -0.51
12 C 0.19 3.81 -1.49
13 N -1.52 1.52 0.88
14 N -2.67 1.43 1.42
15 C -2.77 0.27 2.19
16 C -3.99 0.00 2.81
17 C -4.13 -1.15 3.56
18 C -3.04 -2.01 3.69
19 C -1.83 -1.73 3.07
20 C -1.64 -0.58 2.29
21 H -0.62 5.50 -2.45
22 H -2.79 5.41 -1.22
23 H -3.19 3.50 0.34
24 H 1.49 1.61 -1.18
25 H 1.14 3.86 -2.02
26 H -4.81 0.70 2.68
27 H -5.07 -1.38 4.05
28 H -3.14 -2.92 4.27
29 H -1.01 -2.43 3.19
30 C 3.79 -2.91 -0.94
31 O 2.92 -2.37 -1.94
32 P 2.02 -1.07 -1.50
33 O 2.72 0.13 -2.39
34 C 2.67 0.13 -3.81
35 O 0.77 -1.32 -2.51
36 C -0.34 -2.07 -2.00
37 H 4.82 -2.86 -1.30
38 H 3.52 -3.95 -0.75
39 H 3.70 -2.37 0.01
40 H 1.67 0.38 -4.16
41 H 2.96 -0.84 -4.22
42 H 3.37 0.90 -4.15
43 H -1.12 -2.03 -2.76
44 H -0.71 -1.62 -1.08
45 H -0.06 -3.11 -1.82
46 O 1.39 2.30 1.71
47 N 1.20 3.15 0.85
48 O 1.65 4.28 0.93
49 O 0.58 1.50 -0.85

Values from the calculation:
LUMO (spin up / spin down) (eV): 3.453 / 3.454
E_tot (eV): -149077.3493
Relative energy (zero: lowest compared OMol25 entry of this formula, charge and spin) (kcal/mol): 77.98
Total charge: -2
Kohn-Sham gap (spin up / spin down) (Eh): 0.173 / 0.173

=====

# 8
The following is a quantum chemistry calculation of a molecular structure, C15H18BKN12S in a non-equilibrium geometry, from OMol25.

CARTESIAN COORDINATES (ANGSTROEM)
1 K -0.91 -0.11 -1.88
2 C -0.82 -0.28 3.00
3 C -1.14 -0.78 1.73
4 N -0.44 -0.16 0.80
5 N 0.32 0.75 1.43
6 C 0.12 0.69 2.75
7 B 1.22 1.66 0.59
8 N 0.33 2.58 -0.26
9 C -0.02 3.84 0.04
10 C -0.93 4.27 -0.90
11 C -1.09 3.18 -1.75
12 N -0.33 2.18 -1.35
13 N 2.08 0.74 -0.30
14 C 3.38 0.45 -0.10
15 C 3.76 -0.50 -1.03
16 C 2.59 -0.74 -1.76
17 N 1.60 0.01 -1.30
18 N 2.14 2.55 1.41
19 C 3.01 3.45 0.90
20 C 3.63 4.09 1.95
21 C 3.08 3.50 3.09
22 N 2.20 2.59 2.74
23 H -1.22 -0.61 3.94
24 H -1.84 -1.55 1.48
25 H 0.66 1.34 3.42
26 H 0.40 4.36 0.88
27 H -1.40 5.24 -0.97
28 H -1.71 3.09 -2.62
29 H 3.95 0.92 0.68
30 H 4.72 -0.95 -1.16
31 H 2.45 -1.41 -2.58
32 H 3.12 3.58 -0.16
33 H 4.38 4.86 1.92
34 H 3.29 3.71 4.12
35 C -2.28 -5.86 -1.36
36 C -3.18 -4.70 -1.34
37 N -4.48 -4.71 -1.29
38 N -4.88 -3.43 -1.30
39 C -3.83 -2.58 -1.40
40 S -3.87 -0.92 -1.45
41 N -2.73 -3.39 -1.40
42 N -1.42 -2.97 -1.51
43 H -2.86 -6.77 -1.30
44 H -1.60 -5.84 -0.50
45 H -1.68 -5.89 -2.27
46 H -5.86 -3.19 -1.25
47 H -0.82 -3.75 -1.74
48 H -1.09 -2.55 -0.63

Values from the calculation:
LUMO (spin up / spin down) (eV): -3.913 / -8.094
E_tot (eV): -61559.0885
Relative energy (zero: lowest compared OMol25 entry of this formula, charge and spin) (kcal/mol): 32.87
Multiplicity: 2
Total charge: +1
Kohn-Sham gap (spin up / spin down) (Eh): 0.246 / 0.092

=====

# 9
The following is a quantum chemistry calculation of a molecular structure, C15H18Br9F9O6 in a non-equilibrium geometry, from OMol25.

CARTESIAN COORDINATES (ANGSTROEM)
1 C -3.10 1.25 -3.84
2 Br -2.88 0.98 -1.88
3 Br -5.05 1.08 -4.22
4 Br -1.93 -0.10 -4.85
5 H -2.79 2.29 -3.99
6 C -2.12 2.59 0.40
7 Br -2.93 0.81 0.67
8 Br -1.42 3.47 1.98
9 Br -3.21 3.91 -0.74
10 H -1.22 2.50 -0.21
11 C -0.73 -0.64 -1.51
12 Br -0.42 1.15 -0.80
13 Br -1.20 -1.74 0.03
14 Br 0.96 -1.21 -2.40
15 H -1.54 -0.56 -2.24
16 C 1.98 -4.93 -1.34
17 C 3.39 -4.77 -1.91
18 O 3.73 -3.37 -1.97
19 C 3.99 -2.75 -3.17
20 O 3.93 -3.31 -4.28
21 C 3.99 -1.22 -2.96
22 F 4.43 -0.89 -1.77
23 F 4.72 -0.65 -3.88
24 F 2.75 -0.76 -3.09
25 H 1.83 -4.27 -0.48
26 H 1.94 -5.97 -1.00
27 H 1.18 -4.70 -2.03
28 H 3.54 -5.25 -2.88
29 H 4.05 -5.35 -1.27
30 C 1.17 1.33 0.52
31 C 2.26 1.91 1.44
32 O 1.69 2.96 2.21
33 C 1.24 4.12 1.70
34 O 1.06 4.39 0.46
35 C 0.92 5.20 2.80
36 F 1.01 4.67 4.03
37 F 1.79 6.24 2.67
38 F -0.31 5.67 2.70
39 H 0.93 1.99 -0.31
40 H 0.28 1.06 1.09
41 H 1.52 0.40 0.07
42 H 3.07 2.32 0.83
43 H 2.54 1.10 2.12
44 C -0.69 -0.02 2.30
45 C -1.09 -1.51 2.54
46 O -2.50 -1.49 2.06
47 C -3.51 -1.05 2.79
48 O -3.40 -0.98 4.04
49 C -4.83 -0.79 2.02
50 F -5.77 -1.79 2.38
51 F -5.31 0.45 2.27
52 F -4.60 -0.94 0.71
53 H 0.24 0.18 2.83
54 H -1.49 0.67 2.59
55 H -0.54 0.26 1.26
56 H -1.11 -1.81 3.59
57 H -0.45 -2.15 1.93

Values from the calculation:
LUMO (eV): -0.668
E_tot (eV): -682953.5612
Relative energy (zero: lowest compared OMol25 entry of this formula, charge and spin) (kcal/mol): 422.40
Total charge: 0
Kohn-Sham gap (Eh): 0.259

=====

# 10
The following is a quantum chemistry calculation of a single C15H18Cl4N2O2 molecule in a non-equilibrium geometry, from OMol25.

CARTESIAN COORDINATES (ANGSTROEM)
1 O 0.25 0.75 5.79
2 C 0.28 0.67 4.58
3 C 1.54 0.16 3.82
4 O 2.67 0.33 4.32
5 C 1.32 -0.42 2.55
6 Cl 2.67 -1.09 1.73
7 C 0.11 -0.19 1.69
8 Cl -0.49 -1.82 1.15
9 N 0.61 0.54 0.46
10 C 1.44 1.79 0.86
11 C 0.50 2.95 0.60
12 C -0.26 2.55 -0.65
13 C -0.39 1.04 -0.63
14 C -0.09 0.43 -1.99
15 N -0.17 -1.02 -1.96
16 C -1.53 -1.56 -1.92
17 C -1.34 -3.06 -2.19
18 C -0.02 -3.16 -2.98
19 C 0.55 -1.72 -3.01
20 C -0.98 0.58 2.41
21 Cl -2.52 0.71 1.64
22 C -0.87 1.01 3.70
23 Cl -2.13 1.86 4.47
24 H 1.22 -0.15 0.01
25 H 2.34 1.78 0.23
26 H 1.76 1.70 1.90
27 H 1.04 3.89 0.50
28 H -0.18 3.06 1.46
29 H 0.31 2.86 -1.54
30 H -1.24 3.04 -0.74
31 H -1.39 0.73 -0.31
32 H 0.91 0.75 -2.33
33 H -0.82 0.85 -2.71
34 H -2.17 -1.12 -2.71
35 H -2.00 -1.35 -0.95
36 H -2.19 -3.47 -2.74
37 H -1.25 -3.59 -1.24
38 H 0.68 -3.82 -2.46
39 H -0.18 -3.53 -3.99
40 H 1.64 -1.70 -2.83
41 H 0.38 -1.28 -4.01

Values from the calculation:
LUMO (eV): -0.738
E_tot (eV): -73009.6584
Relative energy (zero: lowest compared OMol25 entry of this formula, charge and spin) (kcal/mol): 6.56
Total charge: 0
SMILES: O=C1C([O-])=C(Cl)[C@](Cl)([N@@H+]2CCC[C@H]2CN2CCCC2)C(Cl)=C1Cl
Kohn-Sham gap (Eh): 0.240

=====

# 11
The following is a quantum chemistry calculation of 3 unconnected molecules or ions with the total composition C15H18F12N2O6S2 in a non-equilibrium geometry, from OMol25.

CARTESIAN COORDINATES (ANGSTROEM)
1 N 6.54 -1.63 -0.76
2 C 5.67 -1.76 0.09
3 C 4.57 -1.79 1.29
4 C 3.89 -3.25 1.23
5 C 3.83 -3.68 -0.32
6 N 3.80 -4.07 -1.47
7 C 2.50 -3.40 2.02
8 F 1.98 -4.71 1.67
9 F 2.70 -3.47 3.46
10 C 1.41 -2.25 1.78
11 F 0.20 -2.70 2.44
12 F 1.80 -1.06 2.49
13 C 1.00 -1.99 0.25
14 F 1.93 -1.22 -0.51
15 F 0.76 -3.22 -0.48
16 C -0.43 -1.19 0.15
17 F -0.44 -0.50 -1.12
18 F -1.53 -2.12 0.18
19 F -0.59 -0.19 1.14
20 C 5.38 -1.46 2.64
21 F 6.76 -1.19 2.30
22 F 4.90 -0.21 3.21
23 F 5.41 -2.50 3.60
24 H 3.87 -0.90 1.07
25 H 4.64 -3.98 1.73
26 C -2.67 0.15 3.30
27 C -2.98 1.53 2.73
28 O -4.33 1.91 2.99
29 S -4.70 2.47 4.47
30 C -6.28 3.14 4.05
31 O -3.81 3.56 4.78
32 O -4.88 1.36 5.36
33 H -2.67 0.17 4.39
34 H -1.69 -0.18 2.97
35 H -3.42 -0.57 2.98
36 H -2.28 2.28 3.10
37 H -2.87 1.50 1.64
38 H -6.15 3.94 3.32
39 H -6.73 3.54 4.96
40 H -6.91 2.35 3.65
41 C -0.98 3.23 -7.22
42 C -1.45 3.01 -5.80
43 O -1.19 1.68 -5.36
44 S 0.31 1.29 -4.89
45 C -0.10 -0.24 -4.11
46 O 0.73 2.23 -3.88
47 O 1.10 1.02 -6.06
48 H 0.11 3.19 -7.29
49 H -1.31 4.21 -7.59
50 H -1.37 2.45 -7.88
51 H -1.00 3.74 -5.11
52 H -2.53 3.16 -5.75
53 H -0.76 -0.05 -3.26
54 H 0.83 -0.70 -3.76
55 H -0.58 -0.89 -4.84

Values from the calculation:
LUMO (eV): -0.524
E_tot (eV): -85386.3786
Relative energy (zero: lowest compared OMol25 entry of this formula, charge and spin) (kcal/mol): 112.35
Total charge: 0
SMILES: N#C[C@@H]([C@H](C#N)C(F)(F)C(F)(F)C(F)(F)C(F)(F)F)C(F)(F)F.CCOS(C)(=O)=O.CCOS(C)(=O)=O
Kohn-Sham gap (Eh): 0.384

=====

Q: The highest total charge belongs to which entry?
A: C15H17NO4Tl

=====

Q: The highest E_tot belongs to which entry?
A: C15H18

=====

Q: Which of these has the highest E_tot?
A: C15H18